[1]
{"formula": "C5H5NO", "method": "ωB97M-V/def2-TZVPD", "lumo_energy_ev": 0.0, "total_charge": 0, "gap_ev": 10.0339, "homo_ev": -9.99, "smiles": "C#CC(=O)[C@H]1CN1", "symbols": ["C", "C", "C", "O", "C", "C", "N", "H", "H", "H", "H", "H"], "positions_angstrom": [[-1.215683, 2.206352, -1.283486], [-1.209868, 1.200217, -0.620403], [-1.033779, 0.088704, 0.312579], [-1.642366, 0.035054, 1.361600], [0.001962, -0.935983, -0.059026], [1.424939, -0.618095, 0.211520], [0.712648, -1.609872, 1.008865], [-1.190678, 3.114475, -1.845063], [-0.260313, -1.545993, -0.923182], [1.655126, 0.358684, 0.633684], [2.192701, -1.024361, -0.443535], [0.424276, -1.225266, 1.907327]], "forces_ev_per_a": [[0.08, -0.43, 0.28], [0.02, 0.46, -0.22], [-0.15, -0.07, 0.44], [0.33, 0.13, -0.49], [-0.12, 0.01, -0.13], [0.24, 0.13, -0.17], [-0.10, -0.07, 0.18], [-0.10, -0.17, 0.01], [0.06, 0.13, 0.08], [-0.08, -0.17, 0.04], [-0.16, 0.11, 0.09], [-0.02, -0.06, -0.13]]}

[2]
{"formula": "C16H11N3O", "method": "ωB97M-V/def2-TZVPD", "lumo_energy_ev": -0.5, "total_charge": 0, "gap_ev": 7.6751, "homo_ev": -8.15, "smiles": "O=C1[C@H]2C=Nc3ccccc3C2=NN1c1ccccc1", "symbols": ["O", "C", "C", "C", "N", "C", "C", "C", "C", "C", "C", "C", "N", "N", "C", "C", "C", "C", "C", "C", "H", "H", "H", "H", "H", "H", "H", "H", "H", "H", "H"], "positions_angstrom": [[0.111968, 1.821270, 2.459681], [0.087479, 1.319008, 1.369362], [1.352194, 1.321043, 0.551663], [2.634639, 0.812560, 1.134828], [3.507950, 0.126256, 0.454637], [3.194275, -0.241203, -0.872440], [4.173633, -0.868810, -1.624770], [3.870772, -1.423206, -2.872205], [2.544216, -1.307603, -3.390396], [1.530778, -0.724765, -2.615547], [1.875377, -0.166105, -1.357884], [0.867635, 0.394841, -0.521870], [-0.393452, 0.050085, -0.489305], [-0.908980, 0.612495, 0.675234], [-2.204164, 0.336035, 1.146971], [-2.781673, 0.866212, 2.321030], [-4.099500, 0.611427, 2.634391], [-4.890924, -0.204779, 1.851263], [-4.373996, -0.725263, 0.644419], [-3.019620, -0.508035, 0.319885], [1.534276, 2.274581, 0.072294], [2.915862, 1.172892, 2.116707], [5.189934, -0.982021, -1.215969], [4.616610, -1.902718, -3.503786], [2.360948, -1.657152, -4.419260], [0.499743, -0.629541, -2.975764], [-2.195729, 1.510617, 2.951607], [-4.523259, 0.931002, 3.551440], [-5.926397, -0.394547, 2.126227], [-4.930680, -1.404376, 0.015588], [-2.619916, -1.020203, -0.538031]], "forces_ev_per_a": [[-1.40, 0.16, 0.88], [0.90, 0.22, 0.55], [-1.43, -1.92, -1.47], [1.58, -0.51, -1.06], [-1.24, 1.35, 1.18], [-0.81, -0.26, 0.31], [0.78, -0.79, -0.67], [-1.35, 0.75, -0.22], [0.53, 0.02, 0.33], [1.07, 0.18, -0.04], [-0.12, -1.06, -2.16], [-0.86, -0.28, 0.12], [1.75, 0.27, 0.31], [1.00, 1.44, 1.33], [-1.95, -1.09, -1.06], [1.15, 0.28, -0.86], [-0.11, -1.05, -0.40], [-0.17, -0.19, -1.41], [1.32, 0.19, 1.05], [-0.60, 0.62, 1.16], [-0.03, 0.62, 0.12], [-0.05, -0.23, 0.21], [-0.65, 0.18, -0.11], [-0.02, 0.13, 0.35], [-0.09, 0.08, 0.71], [0.49, -0.10, 0.15], [0.15, 0.04, 0.12], [-0.10, 0.63, 0.73], [0.22, -0.01, -0.01], [-0.24, 0.10, 0.01], [0.24, 0.23, -0.16]]}

[3]
{"formula": "C43H48AsFMnN7O5P", "method": "ωB97M-V/def2-TZVPD", "multiplicity": 4, "lumo_energy_ev": [-10.9, -10.4], "total_charge": 4, "gap_ev": [6.4621, 6.9916], "homo_ev": [-17.37, -17.37], "s_squared": 3.82, "symbols": ["Mn", "C", "C", "N", "C", "C", "C", "O", "O", "C", "O", "C", "C", "C", "F", "C", "C", "C", "N", "C", "C", "N", "C", "C", "H", "H", "H", "H", "H", "H", "H", "H", "H", "H", "H", "H", "H", "H", "H", "H", "H", "H", "N", "C", "C", "N", "C", "C", "N", "C", "C", "N", "H", "H", "H", "H", "H", "H", "O", "P", "C", "C", "C", "C", "C", "C", "C", "C", "C", "C", "C", "C", "C", "C", "C", "C", "C", "C", "H", "H", "H", "H", "H", "H", "H", "H", "H", "H", "H", "H", "H", "H", "H", "C", "As", "C", "C", "O", "H", "H", "H", "H", "H", "H", "H", "H", "H"], "positions_angstrom": [[-0.206189, 2.465213, 0.036432], [5.825458, -1.748897, -1.482548], [4.970259, -2.080118, -0.246092], [3.645404, -1.495603, -0.276845], [3.504899, -0.336634, 0.363019], [2.359097, 0.389325, 0.503093], [2.347206, 1.684613, 1.193697], [3.331677, 2.107969, 1.783504], [1.169037, 2.388739, 1.278587], [1.245086, -0.094124, -0.220327], [0.202512, 0.669482, -0.524073], [1.306285, -1.408718, -0.829550], [0.238663, -1.957791, -1.611232], [0.377510, -3.110929, -2.315985], [-0.706381, -3.520281, -3.011720], [1.660644, -3.811220, -2.348935], [2.650805, -3.253435, -1.605311], [2.541264, -2.072883, -0.908102], [1.805989, -5.018552, -3.047726], [0.816422, -5.439791, -4.065673], [1.519472, -6.329914, -5.083432], [2.239783, -7.486801, -4.375667], [3.179636, -7.036791, -3.338295], [2.349715, -6.165570, -2.360202], [6.800131, -2.249569, -1.513329], [6.094616, -0.682931, -1.542773], [5.281058, -1.970882, -2.400909], [5.411910, -1.635716, 0.648927], [4.876271, -3.131106, -0.127071], [4.331212, -0.069738, 1.023297], [-0.697794, -1.414103, -1.353046], [3.662054, -3.651528, -1.713156], [0.497774, -4.580227, -4.633856], [-0.127810, -5.792709, -3.615769], [2.209799, -5.761704, -5.687899], [0.725206, -6.776701, -5.730574], [2.776059, -8.006744, -5.105591], [1.539487, -8.124913, -4.003040], [3.977669, -6.498528, -3.831348], [3.626607, -7.920078, -2.912700], [3.086128, -5.794339, -1.654567], [1.583212, -6.719202, -1.821245], [1.588193, 4.297209, -3.163052], [2.778040, 4.231765, -2.448050], [2.497325, 3.550407, -1.324292], [1.184958, 3.155739, -1.338910], [0.672911, 3.621480, -2.455684], [-0.757252, 3.339313, -2.605951], [-1.296272, 2.759023, -1.564354], [-2.650138, 2.713081, -1.798818], [-2.861448, 3.171101, -3.048229], [-1.672644, 3.642496, -3.532765], [1.535895, 4.740679, -4.091133], [3.631410, 4.754498, -2.836393], [3.186266, 3.330577, -0.531743], [-3.347927, 2.377119, -1.002923], [-3.793264, 3.265758, -3.595835], [-1.525404, 3.843251, -4.544499], [-1.741481, 1.936631, 0.960722], [-2.372490, 0.761356, 1.817368], [-1.555233, 0.711334, 3.407816], [-0.144898, 0.790346, 3.566667], [0.410086, 0.707277, 4.847265], [-0.402349, 0.509465, 5.961007], [-1.798826, 0.475903, 5.836490], [-2.371686, 0.531881, 4.572577], [-2.294644, -0.846741, 0.986040], [-3.141689, -1.098312, -0.127489], [-3.253032, -2.386087, -0.612165], [-2.552627, -3.384000, 0.081426], [-1.738773, -3.132619, 1.150516], [-1.588561, -1.836026, 1.619910], [-4.096021, 1.132137, 2.099448], [-4.577980, 2.450761, 2.115500], [-5.870434, 2.810666, 2.427996], [-6.777176, 1.773674, 2.660979], [-6.308039, 0.461503, 2.707434], [-4.999431, 0.154053, 2.500180], [0.506286, 1.074907, 2.750975], [1.451913, 0.848938, 5.083984], [-0.021937, 0.474243, 6.982125], [-2.479803, 0.450312, 6.670156], [-3.433910, 0.602498, 4.449315], [-3.773054, -0.286803, -0.484910], [-3.863135, -2.693815, -1.465517], [-2.698062, -4.398658, -0.346688], [-1.263271, -3.953536, 1.687784], [-0.938688, -1.598490, 2.425992], [-3.873319, 3.295457, 1.939015], [-6.228980, 3.809864, 2.390716], [-7.795676, 2.056524, 2.807276], [-7.033653, -0.317787, 2.921188], [-4.760023, -0.908390, 2.548403], [-0.482781, 4.171978, 3.331099], [-0.065839, 5.185605, 1.781908], [1.831501, 5.578826, 1.830068], [-1.152330, 6.669641, 1.501426], [-0.577700, 4.252659, 0.388905], [-0.616261, 4.786849, 4.173704], [0.341981, 3.536281, 3.487827], [-1.364731, 3.534545, 3.129759], [1.996181, 5.787488, 2.915698], [1.949079, 6.499175, 1.270116], [2.397583, 4.770984, 1.377658], [-1.434315, 7.151366, 2.368344], [-2.016252, 6.325646, 0.917498], [-0.623960, 7.420418, 0.937201]], "forces_ev_per_a": [[0.99, 0.19, -0.09], [0.02, 0.64, -0.20], [1.48, 0.64, -0.31], [-1.14, 0.77, -0.11], [0.89, -0.68, 1.73], [-1.65, -0.26, -1.46], [0.55, 1.35, 1.74], [-1.32, -0.51, -1.00], [0.76, -0.67, -0.56], [-1.39, 1.13, -1.16], [0.74, -1.01, 0.81], [0.38, 0.01, -0.90], [-0.26, 1.28, 2.01], [0.44, 0.50, -0.05], [0.57, -0.30, 0.34], [-2.76, -0.39, -0.57], [2.11, -0.63, -0.52], [-0.21, 1.15, 0.91], [-0.62, 0.32, -0.51], [0.43, 0.81, 0.31], [-1.69, -1.02, 0.45], [0.21, -0.01, -2.41], [-0.91, 0.40, 0.68], [2.00, 0.23, -0.03], [-0.43, -0.29, 0.28], [-0.35, -0.19, 0.24], [0.06, -0.17, -0.05], [0.28, -0.56, -0.14], [-0.02, -0.91, 0.34], [0.13, 0.33, -0.64], [0.32, -0.82, -1.15], [-0.41, -0.19, 0.10], [0.04, 0.35, -0.21], [0.54, -0.63, -0.16], [0.43, -0.07, 0.03], [0.86, 0.20, 0.32], [-0.60, 0.18, 0.55], [-0.05, -0.16, 0.12], [0.01, 0.45, -0.04], [-0.02, -0.25, 0.54], [-0.13, -0.15, 0.42], [-0.11, -0.33, 0.01], [0.43, 0.01, -0.45], [-0.71, 0.68, -0.95], [0.65, -0.32, 0.75], [0.15, 0.02, 0.42], [-1.07, -0.06, -0.79], [1.72, 0.59, -0.53], [-1.05, 0.18, -0.04], [-0.53, -0.92, 1.32], [-1.54, 0.52, -0.31], [0.28, -0.54, -1.33], [-0.34, -0.41, 0.78], [0.32, -0.16, 0.20], [-0.03, -0.09, 0.22], [0.62, 0.22, -1.01], [0.31, 0.01, 0.06], [0.01, 0.08, 1.34], [-0.05, -0.55, 0.36], [0.40, 0.46, -0.27], [0.27, -0.54, 1.24], [-0.52, 0.25, 0.51], [-0.61, -0.15, 0.39], [-1.13, 0.22, 0.45], [0.26, -0.09, -0.92], [1.18, 0.74, -1.06], [-0.84, 1.21, -0.19], [-0.06, 0.38, 0.62], [0.38, -0.08, 0.40], [-0.69, -1.14, -1.70], [0.46, -0.62, 0.75], [-0.09, -0.52, -0.75], [-0.40, 0.81, 0.26], [1.85, 1.57, -0.17], [-0.43, -1.80, -0.33], [1.02, 0.45, -0.06], [-1.89, 0.48, 0.49], [0.54, -1.33, -0.81], [-0.27, -0.38, 0.00], [0.33, -0.05, -0.57], [0.31, -0.01, -0.41], [0.21, -0.16, 0.37], [-0.35, -0.26, 0.17], [0.18, -0.15, -0.21], [0.08, 0.46, 0.35], [0.31, 0.58, 0.78], [-0.02, 0.17, -0.25], [0.31, -0.02, 0.72], [-0.39, -0.80, -0.12], [0.07, 0.74, 0.07], [-0.63, -0.31, 0.18], [0.24, -0.04, 0.02], [0.36, 0.24, -0.03], [-1.13, -0.61, -1.25], [0.46, -1.14, -0.36], [-1.07, 0.54, 0.47], [-0.14, -0.09, -1.91], [0.60, -0.33, 0.45], [-0.32, 0.88, 1.05], [1.04, -0.81, 0.26], [0.34, 0.53, 0.17], [0.38, -0.40, -0.90], [0.25, 0.16, -0.07], [0.10, -0.09, 0.47], [-0.80, 0.76, 2.10], [0.19, 0.13, 0.30], [0.30, 0.13, -0.47]]}

[4]
{"formula": "C6H10N2O2", "method": "ωB97M-V/def2-TZVPD", "lumo_energy_ev": 0.7, "total_charge": 0, "gap_ev": 10.4063, "homo_ev": -9.75, "smiles": "C/C=C/CN=C(O)O.C#N", "symbols": ["C", "C", "C", "C", "N", "C", "O", "O", "H", "H", "H", "H", "H", "H", "H", "H", "H", "C", "N", "H"], "positions_angstrom": [[2.011027, 1.874277, 1.614320], [0.916665, 0.865021, 1.480698], [-0.219402, 1.071996, 0.831545], [-1.252600, 0.010979, 0.587658], [-0.963055, -0.598059, -0.700750], [-1.635459, -1.565859, -1.132455], [-1.334204, -2.147441, -2.302054], [-2.683536, -2.135702, -0.513833], [2.795370, 1.673623, 0.879749], [1.638822, 2.882216, 1.443709], [2.469562, 1.823960, 2.599638], [1.112760, -0.103653, 1.925289], [-0.414104, 2.030974, 0.368205], [-2.256814, 0.450281, 0.576364], [-1.223081, -0.749571, 1.375912], [-0.533319, -1.748703, -2.673778], [-3.008319, -2.873963, -1.045540], [1.525570, -0.233494, -1.751448], [1.723650, -0.869455, -2.676571], [1.330467, 0.342572, -0.886658]], "forces_ev_per_a": [[0.00, -0.01, -0.05], [-0.01, 0.18, 0.04], [-0.13, -0.15, 0.16], [-0.19, -0.29, -0.08], [-0.19, 0.14, 0.05], [0.40, 0.25, -0.03], [-0.47, -0.50, -0.14], [0.07, 0.03, -0.09], [0.11, 0.03, 0.05], [0.02, 0.07, -0.01], [0.05, 0.07, 0.05], [-0.09, -0.18, 0.00], [0.06, 0.19, -0.03], [0.05, -0.04, 0.13], [-0.02, 0.11, 0.06], [0.10, 0.16, 0.18], [0.06, 0.02, -0.04], [0.13, 0.13, 0.08], [0.11, -0.47, -0.70], [-0.05, 0.26, 0.38]]}

[5]
{"formula": "C3H4N2O", "method": "ωB97M-V/def2-TZVPD", "lumo_energy_ev": 0.6, "total_charge": 0, "gap_ev": 9.6729, "homo_ev": -9.05, "smiles": "Oc1ccn[nH]1", "symbols": ["O", "C", "C", "C", "N", "N", "H", "H", "H", "H"], "positions_angstrom": [[-2.013797, 0.215209, 0.328643], [-0.674746, 0.062102, 0.175203], [0.417211, 0.883852, 0.348766], [1.506094, 0.072447, -0.047496], [1.125983, -1.132996, -0.438879], [-0.209632, -1.119118, -0.283784], [-2.197285, 0.533366, 1.219803], [0.430205, 1.912170, 0.679885], [2.557689, 0.329851, -0.068884], [-0.765708, -1.921070, -0.534568]], "forces_ev_per_a": [[-0.02, 0.04, 0.14], [0.34, -0.14, -0.07], [-0.11, -0.03, 0.00], [0.10, -0.04, -0.03], [0.04, 0.24, 0.06], [-0.24, -0.01, -0.02], [0.00, 0.06, -0.10], [-0.03, -0.18, -0.03], [-0.17, -0.03, 0.01], [0.09, 0.09, 0.04]]}

[6]
{"formula": "C4H8O3", "method": "ωB97M-V/def2-TZVPD", "lumo_energy_ev": 0.8, "total_charge": 0, "gap_ev": 11.2879, "homo_ev": -10.46, "smiles": "COC(=O)[C@@H](C)O", "symbols": ["C", "O", "C", "O", "C", "C", "O", "H", "H", "H", "H", "H", "H", "H", "H"], "positions_angstrom": [[2.408607, -0.003268, 0.421942], [1.108443, -0.080693, 0.987849], [0.240314, -0.579173, 0.097155], [0.510654, -1.425325, -0.725064], [-1.120276, 0.050226, 0.239047], [-1.532741, 0.839082, -1.005406], [-2.021767, -0.999789, 0.511125], [2.885479, -0.979453, 0.356400], [2.967035, 0.702229, 1.032981], [2.257297, 0.382724, -0.589086], [-1.079905, 0.716279, 1.103973], [-0.888627, 1.704862, -1.203448], [-2.550760, 1.200352, -0.836367], [-1.533270, 0.196760, -1.892301], [-1.724726, -1.734543, -0.046735]], "forces_ev_per_a": [[0.46, 0.09, -0.28], [-0.22, 0.20, -0.29], [-0.12, -0.27, -0.12], [-0.11, 0.51, 0.34], [-0.09, 0.16, 0.07], [-0.03, -0.02, -0.03], [-0.22, -0.26, -0.13], [0.07, 0.06, 0.14], [0.08, -0.17, -0.05], [0.57, 0.04, 0.03], [-0.21, -0.16, -0.02], [-0.03, -0.19, 0.14], [0.12, -0.02, -0.07], [0.04, 0.04, 0.17], [-0.29, 0.00, 0.08]]}

Computed total energy, in the same sequence as the records: -323.39927; -855.78428; -6253.70802; -494.57702; -301.44597; -382.92242 Eh.